The following is a quantum chemistry calculation of C22H29BF2N5PS2Ti as an isolated structure, from the Open Molecules 2025 dataset.

Calculated values
Max |F| in eV Å⁻¹: 0.50
Orbital gap (alpha / beta) in eV: 8.2841 / 8.4922
Multiplicity: 2
ΔE to the lowest compared entry with this formula, charge and spin in kJ/mol: 0.0
Total charge: +1

The geometry in XYZ format:
```
63
Properties=species:S:1:pos:R:3:nbo_charge:R:1
Ti 0.14 1.02 0.63 1.207
C 3.58 -3.04 -1.11 -0.424
C 2.23 -2.67 -1.69 -0.211
N 1.77 -1.46 -1.04 -0.579
C 2.58 -0.49 -0.57 0.683
N 2.03 0.57 0.00 -0.753
C 2.92 1.57 0.60 -0.237
C 4.14 1.77 -0.26 -0.420
C 4.85 0.43 -0.38 -0.200
N 3.91 -0.64 -0.71 -0.399
C 4.51 -1.86 -1.24 -0.204
H 4.00 -3.90 -1.62 0.239
H 3.46 -3.31 -0.05 0.224
H 1.49 -3.45 -1.52 0.224
H 2.31 -2.51 -2.77 0.197
H 0.78 -1.31 -0.91 0.427
H 3.21 1.25 1.61 0.202
H 2.36 2.51 0.70 0.232
H 4.82 2.51 0.17 0.238
H 3.84 2.13 -1.25 0.223
H 5.35 0.18 0.56 0.204
H 5.61 0.45 -1.16 0.217
H 5.43 -2.03 -0.68 0.220
H 4.80 -1.70 -2.28 0.201
C -4.36 0.80 -1.19 -0.397
N -3.61 -0.20 -0.41 -0.423
C -4.30 -0.90 0.68 -0.397
C -2.33 -0.20 -0.46 0.658
N -1.16 -0.24 -0.45 -0.610
H -5.21 0.31 -1.66 0.220
H -3.70 1.22 -1.94 0.232
H -4.70 1.59 -0.52 0.220
H -5.10 -1.51 0.27 0.221
H -4.71 -0.16 1.38 0.221
H -3.59 -1.53 1.21 0.234
F 1.25 -1.28 2.57 -0.520
B 0.22 -0.44 2.40 0.695
F -0.76 -0.62 3.30 -0.513
S -0.16 3.09 -1.00 -0.571
P -0.97 3.86 0.67 1.186
S -1.73 2.32 1.77 -0.527
C 0.35 4.65 1.64 -0.442
C 0.93 5.81 1.14 -0.127
C 2.01 6.39 1.78 -0.216
C 2.53 5.80 2.93 -0.186
C 1.95 4.65 3.44 -0.197
C 0.86 4.07 2.80 -0.211
C -2.17 5.15 0.34 -0.355
C -2.83 5.74 1.42 -0.204
C -3.75 6.75 1.20 -0.191
C -4.00 7.19 -0.10 -0.179
C -3.34 6.61 -1.17 -0.207
C -2.42 5.59 -0.95 -0.205
H 0.54 6.28 0.24 0.220
H 2.45 7.29 1.39 0.227
H 3.37 6.26 3.43 0.226
H 2.34 4.20 4.35 0.225
H 0.40 3.19 3.22 0.240
H -2.64 5.40 2.43 0.229
H -4.27 7.20 2.03 0.226
H -4.71 7.98 -0.27 0.226
H -3.53 6.95 -2.18 0.226
H -1.90 5.13 -1.79 0.237
```